# 1
DFT (wB97M-V/def2-TZVPD) results for C46H39N3O2P2Rh as an isolated structure.

Output
* 2S+1: 1
* highest occupied orbital energy: -9.656 eV
* total charge: +1
* E_LUMO: -3.512 eV
* electronic energy: -2884.08125 hartree

Geometry as XYZ:
```
93
Properties=species:S:1:pos:R:3:mulliken_charge:R:1
Rh -1.3203 -0.7165 0.5431 -0.443
O -1.4232 1.1662 1.0556 0.081
C -1.8177 1.5865 2.2310 0.535
C -1.9612 2.9885 2.3744 -0.829
C -2.3463 3.5467 3.5617 -0.490
C -2.6165 2.7534 4.6938 -0.879
C -2.4922 1.4006 4.5878 -0.770
C -2.1088 0.7793 3.3705 0.930
C -1.9827 -0.6358 3.3896 -0.740
N -1.8014 -1.3497 2.3277 -0.118
N -1.2504 -2.6542 2.4959 0.281
C -1.4614 -3.3894 1.3027 0.426
O -1.5089 -2.7880 0.2206 -0.341
C -1.5041 -4.8405 1.3873 0.541
C -1.4194 -5.5889 0.2082 -0.448
C -1.4587 -6.9671 0.2715 -0.749
C -1.5810 -7.6000 1.5051 -0.387
C -1.6659 -6.8606 2.6767 -0.786
C -1.6296 -5.4780 2.6237 -0.311
H -1.7486 3.5938 1.5035 0.422
H -2.4386 4.6233 3.6326 0.458
H -2.9143 3.2107 5.6263 0.418
H -2.6899 0.7661 5.4440 0.404
H -2.0302 -1.1589 4.3413 0.441
H -1.3189 -5.0787 -0.7403 0.465
H -1.3928 -7.5536 -0.6343 0.431
H -1.6125 -8.6807 1.5508 0.405
H -1.7678 -7.3625 3.6289 0.437
H -1.7140 -4.8863 3.5238 0.428
C 0.5269 -0.1030 -2.7342 -1.625
N 1.6152 0.6384 -2.1760 0.381
C 2.2417 0.0612 -1.0158 -2.269
P 1.9067 1.1172 0.5061 0.971
C 1.3300 -0.1426 1.7221 -1.289
C 1.6036 0.1130 3.0114 -0.730
C 1.2163 -0.7744 4.0903 -0.858
C 0.6139 -1.9315 3.8578 -1.358
C 0.2405 -2.3549 2.4742 0.346
C 0.5237 -1.3132 1.3276 0.767
C 3.6148 1.3873 1.1187 0.127
C 4.5266 0.3506 1.3297 -0.234
C 5.8172 0.6236 1.7473 -0.808
C 6.2135 1.9391 1.9679 -0.460
C 5.3166 2.9750 1.7670 -0.751
C 4.0224 2.6983 1.3401 0.058
C 2.1993 1.7356 -2.8144 1.972
C 3.3987 2.2725 -2.3327 -0.787
C 3.9746 3.3792 -2.9412 -0.862
C 3.3806 3.9844 -4.0341 -0.626
C 2.1825 3.4681 -4.5063 -0.958
C 1.5918 2.3697 -3.9070 -0.466
P -1.0590 0.0263 -1.7702 2.393
C -2.1777 -0.8482 -2.9091 0.565
C -2.9404 -1.9380 -2.5009 -0.709
C -3.7717 -2.5919 -3.4029 -0.719
C -3.8443 -2.1639 -4.7178 -0.577
C -3.0906 -1.0734 -5.1345 -0.885
C -2.2661 -0.4187 -4.2368 -0.077
C -1.5875 1.7640 -1.8738 0.554
C -2.9143 2.0669 -2.1836 -0.933
C -3.3495 3.3841 -2.1893 -0.781
C -2.4638 4.4096 -1.8945 -0.689
C -1.1471 4.1128 -1.5719 -1.009
C -0.7126 2.7973 -1.5425 0.067
H 0.7590 -1.1721 -2.8024 0.436
H 0.3117 0.2278 -3.7458 0.924
H 3.3174 -0.0645 -1.1586 0.966
H 1.8380 -0.9408 -0.8912 0.618
H 2.1851 0.9879 3.2725 0.572
H 1.4658 -0.4876 5.1043 0.506
H 0.3538 -2.6143 4.6564 0.504
H 0.7307 -3.3037 2.2382 0.723
H 0.9603 -1.8369 0.4824 0.576
H 4.2217 -0.6791 1.1754 0.355
H 6.5176 -0.1865 1.9037 0.421
H 7.2223 2.1514 2.2964 0.401
H 5.6214 3.9990 1.9379 0.431
H 3.3228 3.5087 1.1690 0.401
H 3.9048 1.8420 -1.4816 0.308
H 4.9055 3.7647 -2.5451 0.416
H 3.8345 4.8449 -4.5054 0.412
H 1.6874 3.9324 -5.3494 0.410
H 0.6347 2.0390 -4.2843 0.204
H -2.8901 -2.2848 -1.4800 0.221
H -4.3645 -3.4350 -3.0727 0.453
H -4.4921 -2.6725 -5.4194 0.401
H -3.1520 -0.7294 -6.1585 0.438
H -1.7089 0.4500 -4.5675 0.274
H -3.6148 1.2784 -2.4248 0.471
H -4.3802 3.6068 -2.4315 0.437
H -2.8007 5.4379 -1.9119 0.437
H -0.4508 4.9073 -1.3349 0.507
H 0.3044 2.5829 -1.2458 0.222
```

***

# 2
DFT (wB97M-V/def2-TZVPD) results for one molecule with the formula C5H10O2.

Output
* 2S+1: 1
* highest occupied orbital energy: -9.788 eV
* SMILES string: OC[C@H]1CCOC1
* E_LUMO: 0.914 eV
* electronic energy: -346.96898 hartree

Geometry as XYZ:
```
17
Properties=species:S:1:pos:R:3:mulliken_charge:R:1
O 2.5327 0.0703 0.7173 -0.527
C 1.6125 -0.6524 -0.0745 -1.028
C 0.1650 -0.4848 0.3859 0.711
C -0.2622 0.9929 0.4503 -0.787
C -1.6735 0.9787 -0.1327 -0.474
O -1.6675 -0.0584 -1.0936 -0.401
C -0.8399 -1.1048 -0.6135 -0.681
H 2.4582 1.0011 0.4735 0.326
H 1.6856 -0.3590 -1.1352 0.402
H 1.9136 -1.7031 -0.0039 0.359
H 0.0584 -0.9486 1.3732 0.323
H -0.2224 1.4006 1.4643 0.257
H 0.3881 1.6078 -0.1866 0.299
H -1.9373 1.9052 -0.6507 0.346
H -2.4262 0.7929 0.6507 0.263
H -0.3416 -1.5464 -1.4860 0.335
H -1.4434 -1.8920 -0.1384 0.277
```

***

# 3
DFT (wB97M-V/def2-TZVPD) results for one molecule with the formula C6H10F7N2O2PS in a non-equilibrium geometry.

Output
* 2S+1: 1
* highest occupied orbital energy: -9.543 eV
* SMILES string: NCCP(CN)S(=O)(=O)C(F)(F)C(F)(F)C(F)(F)F
* E_LUMO: -0.450 eV
* electronic energy: -1933.08112 hartree

Geometry as XYZ:
```
29
Properties=species:S:1:pos:R:3:mulliken_charge:R:1
N 4.5374 0.8073 0.3891 -0.665
C 3.6578 0.0927 -0.5897 -0.277
C 2.4037 -0.6030 0.1270 -0.829
P 0.8787 -0.7564 -0.9902 0.074
C 0.3751 1.0232 -1.3835 -0.435
N 0.9113 1.9716 -0.3282 -0.558
S -0.5702 -1.7794 0.2229 1.036
O -0.2942 -1.5537 1.7030 -0.607
O -0.3405 -3.2628 -0.0069 -0.628
C -2.3517 -1.4463 -0.2419 0.357
F -2.5541 -1.6141 -1.6420 -0.230
F -3.1088 -2.4899 0.3536 -0.251
C -2.8829 0.0133 0.1489 0.664
F -3.2662 0.6454 -1.0653 -0.277
F -1.8963 0.7841 0.8190 -0.241
C -4.1687 0.0338 1.0939 0.536
F -4.5867 1.3872 1.1909 -0.244
F -5.2626 -0.6621 0.5922 -0.210
F -3.8446 -0.3299 2.4182 -0.210
H 4.4461 0.4073 1.3352 0.258
H 4.2100 1.7868 0.4475 0.273
H 4.2949 -0.7032 -1.1165 0.303
H 3.3316 0.8827 -1.3533 0.236
H 2.7162 -1.6475 0.4696 0.439
H 2.1080 0.0002 1.0466 0.394
H 0.8937 1.3419 -2.3557 0.392
H -0.7520 1.1835 -1.4636 0.242
H 0.6921 1.6107 0.6152 0.183
H 0.4226 2.8763 -0.4359 0.274
```

***

# 4
DFT (wB97M-V/def2-TZVPD) results for one molecule with the formula C6H11NO in a non-equilibrium geometry.

Output
* 2S+1: 1
* highest occupied orbital energy: -8.893 eV
* SMILES string: CC(=O)N1CCCC1
* E_LUMO: 0.839 eV
* electronic energy: -365.21394 hartree

Geometry as XYZ:
```
19
Properties=species:S:1:pos:R:3:mulliken_charge:R:1
C 0.8554 0.1379 -1.1396 -0.643
N 0.1173 -0.0606 0.1063 0.129
C 0.5149 0.5485 1.2645 0.565
C 0.0909 -0.1446 2.5438 -1.113
O 1.3532 1.4305 1.2598 -0.634
C -1.2345 -0.5875 -0.1196 -0.581
C -1.3874 -0.7005 -1.6431 -0.550
C 0.0127 -0.5400 -2.2265 -0.517
H 0.8852 1.2195 -1.3086 0.302
H 1.8758 -0.2271 -1.0576 0.317
H 0.5314 -1.1376 2.4911 0.272
H 0.5875 0.4410 3.3124 0.344
H -0.9828 -0.1400 2.7136 0.327
H -2.0508 -0.0371 0.3470 0.308
H -1.2058 -1.5889 0.3215 0.285
H -1.9629 0.1392 -2.0320 0.274
H -1.9175 -1.6230 -1.8394 0.349
H 0.4144 -1.4867 -2.5936 0.281
H 0.0828 0.1346 -3.0808 0.284
```

***

# 5
DFT (wB97M-V/def2-TZVPD) results for C18H15BrF6InN7O6S3 as an isolated structure.

Output
* 2S+1: 1
* highest occupied orbital energy: -8.258 eV
* E_LUMO: -0.445 eV
* electronic energy: -6087.65481 hartree

Geometry as XYZ:
```
57
Properties=species:S:1:pos:R:3:mulliken_charge:R:1
In -0.5347 0.2018 -0.1735 2.441
C -1.8531 1.2172 4.1442 -1.880
C -1.4958 1.2461 2.6950 0.645
N -1.3217 0.2061 1.9842 0.808
N -1.4644 -1.0414 2.4867 -1.483
C -1.8617 -1.8858 1.5640 0.318
N -1.8659 -3.1944 1.8984 -0.394
S -2.4391 -1.4419 -0.0330 -0.461
C -1.4155 2.5191 1.9444 0.711
C -1.6512 3.7294 2.5784 -0.636
C -1.6385 4.8987 1.8380 -0.631
C -1.4142 4.8234 0.4767 -1.145
C -1.2062 3.5748 -0.0849 -0.005
N -1.1911 2.4473 0.6210 0.131
H -1.8622 0.1874 4.4876 0.400
H -1.1216 1.7831 4.7254 0.388
H -2.8362 1.6599 4.3157 0.387
H -1.1962 -3.4560 2.6086 0.292
H -1.9793 -3.8401 1.1360 0.273
H -1.8313 3.7535 3.6427 0.433
H -1.7994 5.8535 2.3213 0.416
H -1.3998 5.7019 -0.1518 0.488
H -1.0527 3.4818 -1.1482 0.459
Br 2.0488 3.5487 2.2590 -0.090
C 2.6196 1.7498 2.4698 0.121
C 3.8012 1.5306 3.1583 -0.673
C 4.1885 0.2160 3.3514 -0.365
C 3.3848 -0.7976 2.8626 -0.795
C 2.2401 -0.4575 2.1567 0.700
N 1.8601 0.8080 1.9493 0.135
C 1.3898 -1.5806 1.5919 0.066
O 1.4181 -2.6532 2.1709 -0.687
O 0.7666 -1.3481 0.4911 -0.564
H 4.3851 2.3621 3.5233 0.446
H 5.1034 -0.0082 3.8845 0.419
H 3.6088 -1.8429 3.0134 0.504
F -2.4705 3.7079 -3.2980 -0.200
C -2.0345 2.8014 -4.1695 0.430
F -1.4907 3.4200 -5.2064 -0.202
F -3.0604 2.0669 -4.5798 -0.203
S -0.8079 1.6793 -3.3784 1.154
O -1.5048 1.1847 -2.1912 -0.716
O -0.4293 0.7396 -4.3872 -0.634
N 0.2939 2.7575 -3.0164 -0.466
S 1.4184 2.4967 -1.9589 1.111
O 1.8319 3.7069 -1.3389 -0.654
O 1.1589 1.3238 -1.1131 -0.768
C 2.8726 1.9170 -2.9332 0.465
F 3.9275 1.8381 -2.1327 -0.190
F 3.1255 2.7686 -3.9177 -0.205
F 2.6315 0.7143 -3.4541 -0.182
C 1.2655 -2.0314 -4.2615 -1.226
C 0.6241 -1.5533 -3.0465 0.541
N 0.1240 -1.1680 -2.0942 -0.210
H 0.7988 -1.5487 -5.1183 0.291
H 1.1549 -3.1113 -4.3366 0.398
H 2.3228 -1.7756 -4.2375 0.293
```

***

# 6
DFT (wB97M-V/def2-TZVPD) results for C4H6S as an isolated structure in a non-equilibrium geometry.

Output
* 2S+1: 1
* highest occupied orbital energy (alpha / beta): -7.811 / -9.192 eV
* E_LUMO (alpha / beta): -0.584 / -0.531 eV
* electronic energy: -553.94009 hartree

Geometry as XYZ:
```
11
Properties=species:S:1:pos:R:3:mulliken_charge:R:1
C -0.4876 -1.0037 1.0259 -0.161
C -2.2296 -0.0777 0.4684 -0.635
C 0.7969 -0.6359 0.4328 0.052
C 1.2369 0.6323 -0.2747 -1.131
S 0.5853 -0.6616 2.3228 -0.128
H -2.9974 -0.3551 1.1432 0.308
H -2.1591 -0.4587 -0.4798 0.314
H 1.2695 -1.4218 -0.1629 0.329
H 1.1704 0.3316 -1.2986 0.349
H 2.3313 0.8114 -0.0603 0.288
H 0.5153 1.3468 -0.3205 0.415
```